C34H67BF4MnN3O6P3Sb | ωB97M-V/def2-TZVPD

LUMO energy (spin up / spin down) = 1.2 / 1.2 eV
calculated total energy = -4791.23338 a.u.
multiplicity = 2
highest occupied orbital energy (spin up / spin down) = -4.501 / -4.374 eV
⟨S²⟩ = 0.89
frontier orbital gap (spin up / spin down) = 5.70 / 5.58 eV
total charge = -1

Each line ends with the Löwdin spin population.
Atoms and positions in Å:
Mn (0.4535, -1.3701, -0.2841)  0.97
C (0.2706, -3.7908, 2.5678)  0.00
P (0.8751, -3.4826, 0.8732)  -0.01
C (2.5185, -4.2813, 0.9031)  0.00
C (-0.0797, -4.7620, -0.0463)  -0.01
C (0.2032, -4.5907, -1.5344)  0.00
P (-0.3031, -2.8941, -2.0173)  -0.01
C (-2.0757, -3.1565, -2.3754)  0.00
C (0.3966, -2.8157, -3.6962)  0.00
H (0.2877, -4.8600, 2.7890)  0.00
H (-0.7498, -3.4177, 2.6614)  0.00
H (0.8901, -3.2654, 3.2909)  0.00
H (2.4372, -5.3149, 1.2473)  0.00
H (3.1897, -3.7298, 1.5589)  0.00
H (2.9578, -4.2472, -0.0931)  0.00
H (-1.1401, -4.5959, 0.1698)  0.00
H (0.1785, -5.7635, 0.3112)  0.00
H (-0.3034, -5.3412, -2.1485)  0.00
H (1.2767, -4.6663, -1.7334)  0.00
H (-2.1963, -3.9982, -3.0618)  0.00
H (-2.4945, -2.2513, -2.8107)  0.00
H (-2.6247, -3.3520, -1.4547)  0.00
H (0.1055, -3.6966, -4.2737)  0.00
H (1.4822, -2.7633, -3.6223)  0.00
H (0.0392, -1.9257, -4.2049)  0.00
C (-3.4837, 0.7390, -4.0949)  0.00
C (-2.0866, 0.8590, -4.6977)  0.00
C (-1.8548, -0.2819, -5.6801)  0.00
Sb (-0.5730, 1.0729, -3.1199)  -0.01
C (1.0133, 1.7190, -4.4798)  0.00
C (2.0732, 2.6013, -3.8275)  0.00
C (1.7183, 0.4669, -5.0070)  0.00
C (-1.5204, 2.9588, -2.5231)  0.00
C (-0.5888, 4.1416, -2.2900)  0.00
C (-2.3898, 2.6835, -1.2950)  0.00
H (-4.2269, 0.5850, -4.8856)  0.00
H (-3.7756, 1.6319, -3.5444)  0.00
H (-3.5501, -0.1012, -3.4014)  0.00
H (-2.0079, 1.8081, -5.2394)  0.00
H (-1.9570, -1.2521, -5.1891)  0.00
H (-0.8746, -0.2441, -6.1546)  0.00
H (-2.6052, -0.2511, -6.4779)  0.00
H (0.5342, 2.2526, -5.3075)  0.00
H (2.5564, 2.0710, -3.0056)  0.00
H (1.6852, 3.5403, -3.4398)  0.00
H (2.8585, 2.8395, -4.5535)  0.00
H (2.2114, -0.0668, -4.1914)  0.00
H (2.4963, 0.7437, -5.7264)  0.00
H (1.0509, -0.2343, -5.5053)  0.00
H (-2.1751, 3.2051, -3.3644)  0.00
H (0.2227, 3.9055, -1.6005)  0.00
H (-1.1493, 4.9773, -1.8554)  0.00
H (-0.1435, 4.4946, -3.2205)  0.00
H (-1.8005, 2.3043, -0.4604)  0.00
H (-3.1528, 1.9320, -1.4875)  0.00
H (-2.8850, 3.6048, -0.9655)  0.00
F (3.3750, -2.9780, -2.3818)  0.00
B (3.5060, -1.7778, -1.6660)  0.00
F (2.1625, -1.2658, -1.4534)  0.01
F (4.2074, -0.8278, -2.3881)  0.00
F (4.0871, -2.0278, -0.4269)  0.00
C (-0.9750, 1.5342, 2.5243)  0.00
C (0.3774, 2.2593, 2.4222)  0.00
C (0.6348, 3.0403, 3.7134)  0.00
C (0.2343, 3.2623, 1.2722)  0.00
P (1.6767, 0.9740, 1.8681)  0.02
N (1.0894, 0.0249, 0.8255)  0.02
C (3.1631, 1.9557, 1.1954)  0.00
C (2.8419, 2.3393, -0.2577)  0.00
C (4.3646, 1.0011, 1.1223)  0.00
C (3.6047, 3.1972, 1.9763)  0.00
C (2.2635, 0.0808, 3.4457)  0.00
C (1.0005, -0.4310, 4.1541)  0.00
C (3.0555, -1.1595, 3.0100)  0.00
C (3.1018, 0.8681, 4.4566)  0.00
H (-1.7854, 2.2627, 2.4196)  0.00
H (-1.1104, 1.0305, 3.4807)  0.00
H (-1.0553, 0.7933, 1.7274)  0.00
H (-0.1450, 3.8020, 3.8258)  0.00
H (1.5940, 3.5569, 3.7099)  0.00
H (0.5904, 2.4067, 4.5986)  0.00
H (-0.6838, 3.8409, 1.4115)  0.00
H (0.1648, 2.7418, 0.3193)  0.00
H (1.0608, 3.9678, 1.2210)  0.00
H (2.2915, 1.5312, -0.7435)  0.00
H (3.7775, 2.4892, -0.8029)  0.00
H (2.2648, 3.2600, -0.3347)  0.00
H (4.1057, 0.0523, 0.6567)  0.00
H (4.8017, 0.8130, 2.1018)  0.00
H (5.1395, 1.4683, 0.5082)  0.00
H (2.8658, 3.9960, 1.9592)  0.00
H (4.5154, 3.5936, 1.5145)  0.00
H (3.8411, 2.9761, 3.0170)  0.00
H (0.3307, -0.9214, 3.4454)  0.00
H (0.4519, 0.3619, 4.6583)  0.00
H (1.2908, -1.1581, 4.9189)  0.00
H (2.6131, -1.5894, 2.1125)  0.00
H (3.0373, -1.8986, 3.8181)  0.00
H (4.0974, -0.9431, 2.7908)  0.00
H (2.6230, 1.7882, 4.7884)  0.00
H (4.0857, 1.1185, 4.0622)  0.00
H (3.2610, 0.2450, 5.3439)  0.00
O (-2.8299, -0.5637, -0.8725)  0.00
C (-2.4686, -0.9424, 0.2403)  0.00
O (-1.3556, -1.4158, 0.6113)  0.01
C (-3.4824, -0.8290, 1.3849)  0.00
C (-3.1023, -1.0881, 2.6950)  0.00
C (-4.0285, -0.9319, 3.7064)  0.00
C (-5.3306, -0.5306, 3.4819)  0.00
C (-5.6713, -0.2845, 2.1670)  0.00
C (-4.7803, -0.4170, 1.1175)  0.00
N (-7.0644, 0.1494, 1.8808)  0.00
O (-7.8170, 0.2750, 2.8263)  0.00
O (-7.3623, 0.3499, 0.7231)  0.00
N (-3.6114, -1.1997, 5.1087)  0.00
O (-2.4721, -1.5712, 5.2913)  0.00
O (-4.4396, -1.0311, 5.9811)  0.00
H (-2.0851, -1.3865, 2.9054)  0.00
H (-6.0385, -0.4124, 4.2860)  0.00
H (-5.0695, -0.1990, 0.0998)  0.00

Cartesian forces, eV/Å:
Mn 0.06 -0.85 0.55
C -0.02 0.10 0.01
P -0.10 0.36 -0.49
C 0.01 0.06 0.03
C 0.03 -0.09 0.08
C -0.01 -0.06 -0.01
P 0.08 0.09 -0.04
C 0.02 0.01 0.00
C 0.03 -0.02 0.00
H 0.01 0.00 0.01
H -0.01 0.00 -0.03
H 0.05 0.04 0.04
H -0.01 0.00 0.01
H 0.01 0.03 0.00
H 0.00 -0.02 0.00
H 0.00 0.00 -0.01
H 0.00 0.01 0.02
H -0.01 0.01 0.02
H 0.00 -0.01 0.00
H -0.02 0.02 0.00
H -0.02 0.04 0.01
H 0.00 0.00 0.02
H 0.00 0.00 0.00
H 0.00 -0.02 -0.01
H -0.04 0.10 -0.05
C 0.00 0.03 -0.01
C 0.02 -0.02 -0.03
C 0.03 -0.01 0.00
Sb -0.05 -0.03 0.06
C 0.02 0.00 -0.04
C 0.01 0.04 0.02
C -0.01 0.01 -0.02
C -0.03 -0.02 0.01
C -0.01 0.02 -0.02
C 0.01 0.05 0.00
H 0.00 0.00 0.00
H -0.01 0.03 0.02
H 0.00 -0.04 0.03
H -0.01 0.00 -0.02
H 0.03 -0.04 0.03
H 0.00 0.01 0.00
H -0.01 0.00 0.00
H 0.00 0.02 0.00
H 0.00 -0.01 0.03
H 0.00 -0.01 0.00
H 0.00 0.00 -0.01
H 0.01 -0.02 0.03
H 0.01 0.01 0.00
H -0.04 -0.02 -0.02
H 0.00 0.02 -0.01
H 0.02 -0.02 0.03
H 0.00 0.00 0.01
H 0.00 0.00 0.00
H 0.05 0.01 0.03
H -0.03 -0.05 -0.01
H -0.01 0.00 0.00
F -0.04 -0.07 -0.03
B 0.13 -0.09 0.05
F -0.01 0.24 -0.15
F -0.04 0.00 -0.02
F -0.01 0.05 0.05
C 0.04 0.00 -0.02
C 0.00 0.01 0.00
C -0.02 0.01 0.00
C -0.04 0.02 0.00
P 0.04 0.12 0.15
N 0.05 0.16 0.06
C 0.03 -0.06 0.00
C 0.02 0.00 -0.04
C 0.00 0.01 -0.01
C 0.00 0.01 0.01
C -0.05 0.02 0.00
C 0.02 -0.02 -0.02
C -0.02 -0.05 0.00
C 0.02 0.04 -0.02
H -0.02 0.02 0.02
H 0.02 -0.03 0.01
H 0.00 0.02 -0.01
H -0.01 0.00 -0.01
H 0.00 0.01 0.00
H 0.00 0.01 -0.01
H -0.01 0.01 0.00
H -0.03 -0.03 -0.03
H -0.01 0.00 0.00
H 0.01 -0.01 -0.01
H 0.01 0.03 -0.01
H 0.00 -0.03 -0.02
H -0.02 -0.05 -0.02
H 0.00 0.00 0.02
H 0.01 0.01 0.00
H 0.00 0.01 0.01
H 0.00 -0.01 -0.02
H 0.00 0.01 -0.01
H -0.03 0.00 -0.01
H -0.01 0.00 0.00
H -0.01 -0.02 0.00
H -0.03 -0.06 -0.04
H -0.01 -0.03 0.00
H 0.00 0.00 -0.01
H 0.01 -0.02 0.00
H 0.01 0.00 0.00
H 0.00 -0.02 -0.01
O 0.08 -0.05 -0.06
C -0.28 0.14 0.22
O 0.04 -0.07 -0.12
C 0.02 0.03 -0.09
C 0.09 -0.01 -0.10
C 0.03 -0.06 0.33
C 0.06 0.00 -0.04
C -0.27 0.08 -0.02
C 0.04 -0.01 -0.02
N 0.32 -0.08 0.05
O -0.05 0.01 -0.02
O -0.05 0.01 0.01
N -0.07 0.05 -0.34
O 0.01 0.00 0.05
O 0.01 -0.01 0.05
H -0.02 0.00 0.01
H 0.01 0.00 0.00
H 0.00 0.00 -0.01